Entry from OMol25: a cluster of 11 separate species, C41H101N7O11 in total at a distorted geometry (ωB97M-V/def2-TZVPD).

Each line ends with the Mulliken charge.
CARTESIAN COORDINATES (ANGSTROEM)
C  7.14405  -0.11704  -12.23466  -1.59
C  7.90628  1.17985  -12.58358  1.66
C  9.40138  0.98615  -12.27739  -1.30
C  10.21163  0.23175  -13.37306  -0.66
C  9.90222  0.86542  -14.71796  -1.27
C  8.41307  0.95018  -15.11002  2.20
N  7.66040  1.51899  -13.99823  0.08
O  6.31530  1.80707  -14.28635  -0.36
C  8.28382  1.81702  -16.38174  -2.28
C  7.93605  -0.45670  -15.47353  -2.02
C  7.31290  2.31112  -11.73901  -1.97
H  6.14855  -0.12116  -12.69729  0.34
H  6.94168  -0.31467  -11.18233  0.43
H  7.55527  -1.00338  -12.72331  0.35
H  9.93184  1.83386  -11.83927  0.46
H  9.48406  0.31026  -11.41522  0.34
H  10.02436  -0.83525  -13.29227  0.37
H  11.23983  0.49336  -13.12041  0.35
H  10.38327  0.25135  -15.48632  0.36
H  10.31606  1.87091  -14.80591  0.43
H  8.91879  2.69954  -16.31518  0.49
H  8.49118  1.23349  -17.27929  0.34
H  7.24744  2.13351  -16.51257  0.45
H  8.43872  -0.92800  -16.32049  0.43
H  8.14151  -1.18266  -14.67856  0.27
H  6.85628  -0.56769  -15.61461  0.46
H  7.74879  3.27638  -11.97779  0.45
H  7.39160  2.01641  -10.68767  0.43
H  6.22810  2.33170  -11.85110  0.38
H  5.91138  0.92425  -14.33009  0.34
C  9.06396  -5.66300  -21.70848  -2.05
C  8.60014  -4.41646  -20.98539  2.02
C  8.02307  -3.41843  -22.01803  -1.49
C  7.16322  -2.31221  -21.37220  1.66
C  6.12810  -2.85671  -20.41900  -2.22
C  6.71068  -3.80994  -19.33010  2.33
N  7.63808  -4.74301  -19.93998  0.32
O  8.12669  -5.66781  -19.00584  -0.46
C  7.37211  -2.85567  -18.28988  -1.84
C  5.51784  -4.53461  -18.70180  -2.10
C  9.81799  -3.67796  -20.35724  -1.79
H  9.52421  -5.52828  -22.69082  0.34
H  8.30285  -6.41431  -21.94166  0.45
H  9.80348  -6.18512  -21.09517  0.45
H  8.83761  -2.92227  -22.54762  0.39
H  7.51346  -4.00935  -22.78527  0.19
H  6.59077  -1.83515  -22.17632  -1.16
H  7.86978  -1.53355  -21.08269  0.19
H  5.34348  -3.36409  -20.99001  0.53
H  5.57456  -2.06443  -19.91039  0.36
H  6.71833  -2.81387  -17.41251  0.46
H  8.35174  -3.21959  -17.98842  0.38
H  7.38513  -1.79698  -18.55575  0.22
H  4.58792  -3.95959  -18.70879  0.40
H  5.25743  -5.48562  -19.17076  0.40
H  5.67144  -4.74027  -17.63942  0.47
H  10.07978  -4.03769  -19.35762  0.39
H  9.51359  -2.66827  -20.06402  0.37
H  10.67487  -3.66565  -21.02789  0.40
H  7.63209  -6.47677  -19.17714  0.34
C  5.51897  1.99957  -19.66649  -2.55
C  4.73472  2.99400  -20.53369  1.58
C  5.43635  4.37853  -20.44360  -0.09
C  6.60266  4.53363  -21.39854  -0.66
C  6.23698  4.16302  -22.82701  -1.73
C  5.56824  2.74864  -22.94932  1.59
N  4.53387  2.60842  -21.93714  2.18
O  3.79326  1.42910  -22.08363  -0.13
C  4.91465  2.69062  -24.33948  -1.71
C  6.74549  1.75339  -22.82961  -1.69
C  3.34805  3.24242  -19.91029  -1.58
H  5.01866  1.05030  -19.89071  0.42
H  5.40525  2.15412  -18.59161  0.51
H  6.59720  1.94428  -19.81618  0.31
H  4.73792  5.21598  -20.45307  -1.16
H  5.99251  4.37490  -19.50166  0.37
H  7.42907  3.93553  -21.00366  0.62
H  6.96816  5.56469  -21.37760  0.56
H  7.15052  4.27471  -23.41306  0.00
H  5.47823  4.84889  -23.22014  0.35
H  4.35546  3.62569  -24.44384  0.57
H  5.62594  2.68091  -25.16235  0.53
H  4.20717  1.86250  -24.31462  0.07
H  7.32258  1.91444  -21.92236  0.34
H  6.29120  0.75489  -22.77776  -0.39
H  7.36978  1.68591  -23.72032  0.53
H  3.53953  3.67891  -18.92946  0.54
H  2.69389  2.37586  -19.84171  0.35
H  2.87886  4.03534  -20.49688  0.15
H  2.90486  1.75886  -22.31120  0.08
C  1.06579  3.28399  -23.19041  0.55
O  1.18585  2.18441  -22.65413  -0.71
N  2.00484  4.28774  -23.18248  0.25
N  -0.04971  3.63200  -23.90698  -0.36
H  2.86248  4.12460  -22.67156  -0.64
H  1.88216  5.08391  -23.77216  0.21
H  -0.82188  2.99377  -23.91243  0.24
H  -0.05434  4.54672  -24.30568  0.14
C  3.98880  6.23528  -17.04881  0.61
O  4.15818  6.03504  -15.84929  -0.69
N  2.83937  5.97682  -17.74505  -0.27
N  4.88192  6.87496  -17.85538  -0.02
H  2.13782  5.34544  -17.41281  0.21
H  2.72543  6.43543  -18.63571  0.17
H  5.76896  7.23906  -17.54135  0.14
H  4.62584  6.86155  -18.82855  -0.02
C  3.72308  7.63289  -22.57431  -0.97
C  2.79150  7.32816  -21.40070  0.03
O  3.40030  7.72532  -20.17411  -0.50
H  3.27850  7.38555  -23.54064  0.33
H  4.66844  7.09864  -22.46363  0.08
H  3.99832  8.68976  -22.62928  0.43
H  2.62027  6.25290  -21.35644  -0.07
H  1.85009  7.87592  -21.50454  0.48
H  3.44144  8.68783  -20.19120  0.25
C  9.42822  -0.62267  -24.92714  -1.14
C  8.06135  -1.28417  -25.05276  0.44
O  7.24203  -0.35641  -25.76120  -0.54
H  10.14062  -1.23064  -24.37105  0.37
H  9.27313  0.32524  -24.40636  0.11
H  9.82621  -0.41822  -25.92091  0.37
H  7.64554  -1.40901  -24.05214  -0.22
H  8.22856  -2.15832  -25.68522  0.49
H  6.40480  -0.73516  -26.04461  0.27
C  0.85700  2.76768  -27.34919  -1.28
C  2.21477  2.89064  -26.71941  0.55
O  2.77320  4.15005  -27.07168  -0.58
H  0.18470  3.55309  -27.01230  0.28
H  0.45051  1.76317  -27.18761  0.33
H  0.93422  2.71184  -28.43771  0.38
H  2.87503  2.12166  -27.14268  0.30
H  2.26161  2.77030  -25.63203  -0.29
H  3.71460  4.11679  -27.23965  0.30
C  2.70512  -1.17119  -24.01309  -1.23
C  4.18974  -1.45087  -23.75081  1.35
O  4.76052  -2.28048  -24.77381  -0.57
H  2.53588  -0.60112  -24.93105  0.25
H  2.38145  -0.50492  -23.21183  0.18
H  2.13871  -2.09367  -24.12390  0.45
H  4.21600  -1.98402  -22.79632  -0.10
H  4.79064  -0.54524  -23.68380  -0.60
H  4.89889  -3.15310  -24.40018  0.33
C  8.48298  6.45900  -18.88741  -0.51
C  8.36977  7.86390  -18.35416  -0.42
O  7.60860  7.93340  -17.16083  -0.57
H  7.51164  5.97464  -19.01466  -0.06
H  9.09013  5.79968  -18.26114  0.40
H  8.91152  6.43545  -19.89307  0.32
H  7.87949  8.42742  -19.14965  0.27
H  9.37167  8.25212  -18.14693  0.31
H  7.82816  7.20618  -16.56815  0.30
C  10.43520  4.64167  -25.55801  -1.09
C  10.25824  4.22767  -24.09247  0.29
O  11.43936  4.51594  -23.32709  -0.57
H  9.52702  4.45939  -26.13659  0.32
H  11.23012  3.99535  -25.94389  0.30
H  10.74489  5.65653  -25.80196  0.32
H  10.03677  3.17168  -23.94650  0.14
H  9.51485  4.88030  -23.63558  0.04
H  12.12691  3.89151  -23.57892  0.31

Results
structure (SMILES)	CC1(C)CCCC(C)(C)N1O.CC1(C)CCCC(C)(C)N1O.CC1(C)CCCC(C)(C)N1O.NC(N)=O.NC(N)=O.CCO.CCO.CCO.CCO.CCO.CCO
energy relative to the best compared isomer or geometry (same formula, charge and spin)	0.000	eV
calculated total energy	-2833.53003	Ha
orbital gap	8.212	eV